Formula: C22H49N2P3SSeTl
Source: the OMol25 dataset
Level of theory: ωB97M-V/def2-TZVPD

Summary:
Charge: +3
Calculated total energy (eV): -135303.45359
HOMO (spin up / spin down) (eV): -16.036 / -16.027

The geometry in XYZ format:
```
79
C22H49N2P3SSeTl | the OMol25 dataset | ωB97M-V/def2-TZVPD
Tl 2.387 0.115 -0.083
P 2.252 -2.375 1.380
P 0.510 1.399 1.943
P 0.431 -1.188 -2.792
H -0.397 3.929 -1.478
C -0.804 3.292 -2.271
C -1.991 2.674 -2.150
H -2.589 2.748 -1.236
C 3.943 -3.042 1.601
C 1.711 -2.256 3.124
C 1.336 -3.857 0.820
C -0.899 2.261 1.143
C -0.301 0.709 3.438
C 1.380 2.830 2.691
C -0.302 0.054 -3.855
C -0.701 -2.554 -2.543
C 1.942 -1.780 -3.559
H -0.216 3.243 -3.194
H -2.456 2.147 -2.990
H 3.969 -3.689 2.489
H 4.647 -2.208 1.726
H 4.226 -3.622 0.714
H 2.079 -3.135 3.671
H 0.616 -2.211 3.174
H 2.130 -1.345 3.572
H 1.559 -4.711 1.476
H 1.646 -4.097 -0.206
H 0.257 -3.651 0.824
H -1.064 3.223 1.647
H -1.802 1.643 1.222
H -0.713 2.447 0.077
H 0.389 0.020 3.941
H -1.203 0.149 3.155
H -0.560 1.530 4.120
H 1.262 3.712 2.048
H 2.450 2.589 2.777
H 0.963 3.036 3.687
H 0.426 0.312 -4.637
H -0.579 0.964 -3.303
H -1.199 -0.365 -4.332
H -1.542 -2.468 -3.244
H -1.087 -2.534 -1.513
H -0.177 -3.504 -2.716
H 2.112 -1.221 -4.489
H 1.846 -2.850 -3.786
H 2.798 -1.626 -2.885
C 4.983 2.227 0.289
C 4.334 3.473 0.114
C 4.680 4.299 -0.954
C 5.708 3.928 -1.836
C 6.401 2.725 -1.628
C 6.059 1.889 -0.568
Se 4.370 0.983 1.544
H 0.746 -0.607 -1.513
H 3.539 3.754 0.806
H 4.148 5.242 -1.100
H 5.973 4.577 -2.672
H 7.214 2.437 -2.297
H 6.579 0.946 -0.401
C -5.375 -0.312 -2.170
C -4.800 -1.202 -1.084
N -3.649 -0.541 -0.439
C -3.037 -1.126 0.631
S -1.347 -1.203 0.759
N -3.843 -1.653 1.597
C -4.947 -0.836 2.149
C -5.694 -1.634 3.202
H -5.579 0.697 -1.795
H -6.318 -0.745 -2.516
H -4.699 -0.243 -3.030
H -5.543 -1.416 -0.311
H -4.485 -2.171 -1.510
H -2.976 -0.155 -1.106
H -3.302 -2.133 2.321
H -4.545 0.091 2.592
H -5.607 -0.550 1.325
H -5.070 -1.802 4.085
H -6.578 -1.073 3.514
H -6.022 -2.602 2.808
```

=====

Formula: C22H50FN4O6
Source: the OMol25 dataset
Level of theory: ωB97M-V/def2-TZVPD

Summary:
Charge: +1
Calculated total energy (eV): -44570.95591
HOMO (eV): -10.170

The geometry in XYZ format:
```
83
C22H50FN4O6 | the OMol25 dataset | ωB97M-V/def2-TZVPD
C 4.641 -6.309 3.971
C 5.535 -5.245 3.630
N 5.356 -4.229 2.543
C 5.075 -4.863 1.210
F 6.274 -4.820 0.467
C 3.988 -4.130 0.336
N 2.749 -3.724 1.056
C 2.943 -3.634 2.528
C 1.799 -2.688 3.078
N 0.580 -3.572 3.194
C -0.685 -2.801 3.053
C 4.419 -3.103 2.870
N 4.560 -2.569 4.220
C 5.934 -2.130 4.564
C 6.667 -1.200 3.511
H 3.726 -6.156 4.620
H 4.819 -7.332 3.529
H 6.446 -5.119 4.286
H 6.288 -3.786 2.422
H 4.801 -5.942 1.277
H 4.427 -3.243 -0.216
H 3.684 -4.857 -0.472
H 2.543 -2.771 0.733
H 2.733 -4.657 2.941
H 1.541 -1.860 2.346
H 1.978 -2.318 4.126
H 0.649 -4.258 2.436
H -1.310 -2.950 3.986
H -1.286 -3.289 2.227
H -0.546 -1.698 2.899
H 4.559 -2.226 2.155
H 3.979 -1.729 4.322
H 6.538 -3.041 4.849
H 5.846 -1.531 5.521
H 7.360 -0.510 4.072
H 7.359 -1.865 2.901
H 5.994 -0.666 2.793
C -0.532 1.354 -4.093
O 0.087 1.866 -2.926
C -0.637 2.946 -2.348
C -0.487 2.951 -0.834
O -1.230 1.930 -0.168
C -0.768 0.593 -0.333
C 0.543 0.296 0.381
O 1.638 0.875 -0.320
C 2.670 1.305 0.544
H -0.446 2.070 -4.915
H -0.014 0.434 -4.366
H -1.582 1.112 -3.905
H -1.702 2.881 -2.602
H -0.232 3.877 -2.760
H -0.902 3.894 -0.465
H 0.559 2.937 -0.531
H -0.727 0.318 -1.387
H -1.540 -0.035 0.122
H 0.710 -0.790 0.405
H 0.491 0.670 1.409
H 2.277 1.973 1.318
H 3.393 1.868 -0.050
H 3.172 0.446 1.002
C -4.958 2.959 -0.876
O -5.847 3.738 -1.652
C -5.303 5.002 -2.009
C -5.812 5.449 -3.371
O -5.234 4.747 -4.471
C -5.619 3.384 -4.643
C -7.056 3.198 -5.108
O -7.965 3.432 -4.039
C -9.183 4.006 -4.476
H -4.855 3.385 0.126
H -5.377 1.955 -0.795
H -3.980 2.882 -1.362
H -4.207 4.961 -2.034
H -5.613 5.725 -1.246
H -5.514 6.492 -3.508
H -6.900 5.431 -3.422
H -5.403 2.799 -3.749
H -4.965 3.000 -5.432
H -7.199 2.162 -5.438
H -7.255 3.870 -5.949
H -8.997 4.911 -5.066
H -9.755 4.292 -3.592
H -9.759 3.285 -5.060
```

=====

Formula: C22H50LiN2O4
Source: the OMol25 dataset
Level of theory: ωB97M-V/def2-TZVPD

Summary:
Charge: +1
Calculated total energy (eV): -34990.63239
HOMO (eV): -10.158

The geometry in XYZ format:
```
79
C22H50LiN2O4 | the OMol25 dataset | ωB97M-V/def2-TZVPD
Li -7.952 -5.345 -21.213
C -5.187 -8.549 -21.635
C -5.873 -7.271 -21.994
O -6.348 -6.577 -20.830
H -5.842 -9.364 -21.473
H -4.498 -8.480 -20.776
H -4.468 -8.747 -22.420
H -6.608 -7.497 -22.796
H -5.069 -6.525 -22.336
H -5.637 -6.593 -20.146
C -10.630 -5.958 -18.159
C -10.183 -6.954 -19.191
O -9.002 -6.728 -19.887
H -11.051 -5.067 -18.625
H -9.711 -5.612 -17.721
H -11.240 -6.341 -17.288
H -11.027 -7.174 -19.878
H -9.953 -7.884 -18.674
H -8.596 -7.565 -19.971
C -6.811 -5.226 -17.681
C -5.353 -4.829 -17.485
C -5.159 -4.195 -16.123
C -5.005 -5.246 -15.052
C -3.847 -6.232 -15.349
C -4.049 -6.983 -16.734
N -4.517 -6.022 -17.727
O -4.373 -6.480 -18.882
C -5.078 -8.118 -16.578
C -2.694 -7.604 -17.158
C -5.098 -3.795 -18.484
H -7.498 -4.388 -17.432
H -7.103 -6.047 -17.018
H -7.097 -5.543 -18.704
H -5.978 -3.579 -15.776
H -4.273 -3.531 -16.099
H -5.974 -5.718 -14.928
H -4.868 -4.686 -14.136
H -3.754 -6.909 -14.529
H -2.979 -5.573 -15.469
H -3.411 -6.614 -18.982
H -4.983 -8.839 -15.791
H -5.195 -8.701 -17.547
H -6.047 -7.719 -16.429
H -1.897 -6.845 -17.259
H -2.696 -8.114 -18.058
H -2.276 -8.292 -16.392
H -5.823 -2.920 -18.390
H -5.142 -4.207 -19.503
H -4.089 -3.344 -18.403
C -7.609 -1.753 -23.307
C -7.441 -3.078 -22.472
C -7.093 -2.915 -20.969
C -8.210 -2.394 -20.162
C -9.461 -3.207 -20.337
C -9.826 -3.548 -21.798
N -8.684 -3.904 -22.528
O -8.700 -5.019 -23.189
C -10.485 -2.321 -22.463
C -10.887 -4.673 -21.797
C -6.224 -3.831 -23.156
H -8.185 -1.708 -24.228
H -6.589 -1.433 -23.592
H -7.960 -0.990 -22.654
H -6.264 -2.215 -20.880
H -6.763 -3.894 -20.523
H -8.304 -1.369 -20.467
H -8.011 -2.327 -19.140
H -10.303 -2.675 -19.888
H -9.262 -4.075 -19.704
H -8.320 -4.808 -24.068
H -11.496 -2.190 -22.181
H -10.327 -2.398 -23.512
H -9.995 -1.443 -22.089
H -11.746 -4.397 -21.235
H -10.606 -5.643 -21.418
H -11.344 -4.741 -22.844
H -5.908 -4.718 -22.648
H -5.382 -3.161 -23.088
H -6.352 -3.934 -24.233
```

=====

Formula: C22H50N2O4S2
Source: the OMol25 dataset
Level of theory: ωB97M-V/def2-TZVPD

Summary:
Calculated total energy (eV): -56459.91914
HOMO (eV): -7.895

The geometry in XYZ format:
```
80
C22H50N2O4S2 | the OMol25 dataset | ωB97M-V/def2-TZVPD
C 1.755 0.410 3.880
S 0.885 0.105 5.472
O 0.976 1.474 6.187
C -0.832 -0.035 4.793
H 1.602 -0.419 3.190
H 2.801 0.346 4.179
H 1.427 1.331 3.398
H -0.809 -1.014 4.315
H -1.304 0.729 4.176
H -1.482 -0.203 5.652
C -0.635 -3.561 0.537
S -0.641 -2.052 1.642
O -0.263 -0.854 0.788
C -2.446 -1.794 1.964
H -0.711 -4.568 0.948
H 0.223 -3.499 -0.133
H -1.520 -3.512 -0.098
H -2.671 -0.956 2.624
H -2.803 -2.684 2.483
H -2.992 -1.618 1.037
C -1.283 1.624 -2.397
C -2.344 2.163 -1.328
C -2.187 3.678 -1.196
C -3.389 4.472 -0.663
C -4.686 3.982 -1.361
C -4.898 2.443 -1.325
N -3.705 1.778 -1.829
O -3.861 0.454 -2.123
C -5.344 1.943 0.089
C -6.042 2.292 -2.331
C -2.005 1.523 0.087
H -0.229 1.812 -2.192
H -1.550 2.171 -3.301
H -1.376 0.538 -2.420
H -1.500 3.874 -0.373
H -1.743 4.121 -2.087
H -3.137 5.532 -0.703
H -3.375 4.210 0.395
H -4.706 4.308 -2.401
H -5.607 4.304 -0.874
H -5.778 0.949 -0.020
H -4.511 1.647 0.726
H -6.030 2.670 0.522
H -5.835 2.623 -3.348
H -6.328 1.249 -2.472
H -6.983 2.778 -2.072
H -2.242 0.460 0.121
H -2.337 1.992 1.013
H -0.930 1.659 0.208
H -3.781 0.434 -3.080
C 3.365 -3.125 1.552
C 4.091 -2.291 0.463
C 4.809 -3.359 -0.404
C 5.243 -2.772 -1.760
C 4.063 -2.138 -2.466
C 3.347 -1.008 -1.701
N 3.088 -1.546 -0.369
O 2.461 -0.650 0.388
C 4.202 0.293 -1.616
C 1.993 -0.681 -2.358
C 5.103 -1.397 1.140
H 2.557 -3.632 1.025
H 4.086 -3.774 2.048
H 2.947 -2.541 2.372
H 5.656 -3.654 0.217
H 4.286 -4.301 -0.571
H 5.951 -1.955 -1.619
H 5.731 -3.508 -2.398
H 3.398 -2.950 -2.761
H 4.502 -1.746 -3.383
H 5.044 0.203 -0.930
H 3.653 1.222 -1.462
H 4.762 0.465 -2.535
H 1.613 0.233 -1.902
H 1.317 -1.511 -2.154
H 2.067 -0.608 -3.443
H 4.646 -0.511 1.579
H 5.715 -1.927 1.870
H 5.910 -1.166 0.444
H 1.557 -0.969 0.433
```

=====

Formula: C22H50N3OP2ReS
Source: the OMol25 dataset
Level of theory: ωB97M-V/def2-TZVPD

Summary:
Charge: +3
Calculated total energy (eV): -61654.87230
HOMO (spin up / spin down) (eV): -16.925 / -17.431
Multiplicity: 4

The geometry in XYZ format:
```
80
C22H50N3OP2ReS | the OMol25 dataset | ωB97M-V/def2-TZVPD
Re 0.000 0.000 0.000
P -0.055 -2.226 -0.389
P -0.055 2.254 -0.159
N 0.151 0.106 -2.072
C 0.008 -2.319 -2.245
H 0.473 -3.250 -2.614
H -1.036 -2.281 -2.606
C 0.745 -1.058 -2.704
H 1.840 -1.172 -2.488
H 0.669 -0.975 -3.813
C 0.745 1.329 -2.582
H 0.669 1.360 -3.693
H 1.840 1.420 -2.355
C 0.008 2.536 -1.995
H -1.036 2.536 -2.358
H 0.473 3.500 -2.267
C 1.449 3.172 0.490
C 1.777 2.820 1.951
H 2.775 3.216 2.211
H 1.787 1.732 2.117
H 1.047 3.263 2.648
C -1.631 3.124 0.393
C -1.752 3.182 1.926
H -2.780 3.469 2.212
H -1.069 3.939 2.348
H -1.522 2.212 2.396
C -1.631 -3.148 0.071
C -1.752 -3.362 1.590
H -2.780 -3.677 1.845
H -1.522 -2.446 2.157
H -1.069 -4.158 1.932
C 1.449 -3.206 0.162
C 1.777 -3.004 1.652
H 2.775 -3.426 1.870
H 1.047 -3.517 2.300
H 1.787 -1.940 1.929
C 1.756 -0.006 0.118
O 2.930 -0.008 0.151
C -1.919 4.489 -0.254
H -1.242 5.272 0.123
H -1.830 4.458 -1.352
H -2.952 4.800 -0.011
C -1.919 -4.440 -0.712
H -2.952 -4.773 -0.503
H -1.830 -4.296 -1.802
H -1.242 -5.257 -0.417
C 1.453 -4.695 -0.217
H 2.464 -5.114 -0.062
H 0.758 -5.270 0.418
H 1.178 -4.864 -1.272
C 1.453 4.692 0.265
H 0.758 5.200 0.955
H 2.464 5.094 0.462
H 1.178 4.969 -0.767
H 2.239 2.725 -0.145
H 2.239 -2.696 -0.423
H -2.391 2.410 0.021
H -2.391 -2.399 -0.226
H -2.859 -0.237 -1.193
H -2.942 -0.059 -0.414
C 2.531 -0.370 3.851
N 1.184 -0.330 4.401
C 1.058 -0.760 5.790
C 0.000 0.000 3.620
S 0.000 0.000 2.000
N -1.248 0.318 4.271
C -1.298 1.231 5.400
C -2.513 -0.182 3.753
H 3.180 0.334 4.412
H 2.587 -0.092 2.792
H 2.950 -1.395 3.952
H 0.709 0.042 6.458
H 0.368 -1.628 5.851
H 2.039 -1.081 6.205
H -1.972 2.080 5.156
H -1.688 0.708 6.298
H -0.309 1.690 5.603
H -2.669 0.134 2.701
H -2.527 -1.288 3.818
H -3.371 0.196 4.350
```

=====

Formula: C22H50NO16P3
Source: the OMol25 dataset
Level of theory: ωB97M-V/def2-TZVPD

Summary:
Charge: -2
Calculated total energy (eV): -85739.73128
HOMO (eV): -0.272

The geometry in XYZ format:
```
92
C22H50NO16P3 | the OMol25 dataset | ωB97M-V/def2-TZVPD
C 1.709 6.587 -4.532
N 0.863 7.493 -3.752
C -0.513 6.995 -3.506
C -1.552 8.105 -3.989
O -2.240 8.697 -3.121
O -1.664 8.399 -5.222
C -0.872 5.635 -4.215
O -1.008 5.466 -5.424
O -1.080 4.614 -3.408
H 1.306 6.546 -5.572
H 1.836 5.565 -4.088
H 2.740 7.043 -4.583
H 1.319 7.801 -2.900
H -0.635 6.869 -2.402
O 0.852 1.691 1.541
P -0.562 1.150 1.530
O -1.286 2.341 0.663
C -0.698 2.809 -0.563
C -0.932 1.834 -1.696
O -0.950 1.627 3.077
C 0.052 1.585 4.091
C 0.583 2.981 4.363
O -1.954 0.224 1.530
C -3.236 0.825 1.741
C -4.055 0.724 0.470
H 0.368 3.005 -0.440
H -1.166 3.764 -0.804
H -0.663 0.808 -1.408
H -0.351 2.126 -2.571
H -1.984 1.827 -1.983
H 0.862 0.908 3.810
H -0.405 1.179 4.998
H 0.816 3.515 3.443
H 1.481 2.942 4.986
H -0.174 3.573 4.885
H -3.157 1.860 2.067
H -3.728 0.270 2.545
H -3.473 1.012 -0.403
H -4.940 1.361 0.526
H -4.381 -0.307 0.305
O -5.665 -5.578 -2.771
P -4.820 -4.897 -1.719
O -4.810 -6.116 -0.593
C -4.526 -7.450 -0.988
C -3.042 -7.660 -1.231
O -6.014 -3.922 -1.114
C -6.990 -3.372 -2.004
C -8.295 -4.140 -1.891
O -3.723 -4.006 -0.843
C -3.828 -3.894 0.582
C -2.650 -4.596 1.227
H -5.103 -7.731 -1.872
H -4.860 -8.102 -0.177
H -2.631 -6.886 -1.883
H -2.863 -8.638 -1.682
H -2.490 -7.621 -0.290
H -6.624 -3.374 -3.032
H -7.149 -2.329 -1.723
H -8.138 -5.218 -1.916
H -8.979 -3.864 -2.697
H -8.778 -3.916 -0.936
H -4.768 -4.291 0.962
H -3.804 -2.830 0.829
H -2.479 -5.574 0.783
H -2.812 -4.721 2.300
H -1.734 -4.019 1.083
O 5.547 0.016 3.611
P 6.394 0.216 2.376
O 5.283 -0.212 1.236
C 3.958 0.324 1.284
C 3.915 1.755 0.791
O 7.261 -1.197 2.514
C 7.616 -1.673 3.811
C 6.705 -2.816 4.219
O 7.483 0.702 1.211
C 7.686 -0.070 0.022
C 7.189 0.712 -1.177
H 3.541 0.253 2.290
H 3.336 -0.303 0.643
H 4.683 2.368 1.274
H 2.938 2.193 0.981
H 4.095 1.796 -0.285
H 7.581 -0.866 4.545
H 8.651 -2.022 3.768
H 5.656 -2.587 4.033
H 6.831 -3.057 5.277
H 6.939 -3.708 3.631
H 7.203 -1.043 0.075
H 8.760 -0.247 -0.071
H 6.210 1.147 -0.989
H 7.124 0.071 -2.059
H 7.864 1.541 -1.403
```

=====

- Look up the calculated total energy of the third one.
  -34990.63239 eV

=====

Repeat the third record exactly.
Formula: C22H50LiN2O4
Source: the OMol25 dataset
Level of theory: ωB97M-V/def2-TZVPD

Summary:
Charge: +1
Calculated total energy (eV): -34990.63239
HOMO (eV): -10.158

The geometry in XYZ format:
```
79
C22H50LiN2O4 | the OMol25 dataset | ωB97M-V/def2-TZVPD
Li -7.952 -5.345 -21.213
C -5.187 -8.549 -21.635
C -5.873 -7.271 -21.994
O -6.348 -6.577 -20.830
H -5.842 -9.364 -21.473
H -4.498 -8.480 -20.776
H -4.468 -8.747 -22.420
H -6.608 -7.497 -22.796
H -5.069 -6.525 -22.336
H -5.637 -6.593 -20.146
C -10.630 -5.958 -18.159
C -10.183 -6.954 -19.191
O -9.002 -6.728 -19.887
H -11.051 -5.067 -18.625
H -9.711 -5.612 -17.721
H -11.240 -6.341 -17.288
H -11.027 -7.174 -19.878
H -9.953 -7.884 -18.674
H -8.596 -7.565 -19.971
C -6.811 -5.226 -17.681
C -5.353 -4.829 -17.485
C -5.159 -4.195 -16.123
C -5.005 -5.246 -15.052
C -3.847 -6.232 -15.349
C -4.049 -6.983 -16.734
N -4.517 -6.022 -17.727
O -4.373 -6.480 -18.882
C -5.078 -8.118 -16.578
C -2.694 -7.604 -17.158
C -5.098 -3.795 -18.484
H -7.498 -4.388 -17.432
H -7.103 -6.047 -17.018
H -7.097 -5.543 -18.704
H -5.978 -3.579 -15.776
H -4.273 -3.531 -16.099
H -5.974 -5.718 -14.928
H -4.868 -4.686 -14.136
H -3.754 -6.909 -14.529
H -2.979 -5.573 -15.469
H -3.411 -6.614 -18.982
H -4.983 -8.839 -15.791
H -5.195 -8.701 -17.547
H -6.047 -7.719 -16.429
H -1.897 -6.845 -17.259
H -2.696 -8.114 -18.058
H -2.276 -8.292 -16.392
H -5.823 -2.920 -18.390
H -5.142 -4.207 -19.503
H -4.089 -3.344 -18.403
C -7.609 -1.753 -23.307
C -7.441 -3.078 -22.472
C -7.093 -2.915 -20.969
C -8.210 -2.394 -20.162
C -9.461 -3.207 -20.337
C -9.826 -3.548 -21.798
N -8.684 -3.904 -22.528
O -8.700 -5.019 -23.189
C -10.485 -2.321 -22.463
C -10.887 -4.673 -21.797
C -6.224 -3.831 -23.156
H -8.185 -1.708 -24.228
H -6.589 -1.433 -23.592
H -7.960 -0.990 -22.654
H -6.264 -2.215 -20.880
H -6.763 -3.894 -20.523
H -8.304 -1.369 -20.467
H -8.011 -2.327 -19.140
H -10.303 -2.675 -19.888
H -9.262 -4.075 -19.704
H -8.320 -4.808 -24.068
H -11.496 -2.190 -22.181
H -10.327 -2.398 -23.512
H -9.995 -1.443 -22.089
H -11.746 -4.397 -21.235
H -10.606 -5.643 -21.418
H -11.344 -4.741 -22.844
H -5.908 -4.718 -22.648
H -5.382 -3.161 -23.088
H -6.352 -3.934 -24.233
```

=====

- The lowest calculated total energy belongs to which entry?
  C22H49N2P3SSeTl

=====

- What is the calculated total energy in the fifth record?
  -61654.87230 eV